1.
C8H13N4O5W | the ωB97M-V functional and the def2-TZVPD basis

Results
LUMO: -14.7 eV
Strongest force on any atom: 3.796 eV/A
Orbital gap: 6.8 eV
E_HOMO: -21.51 eV
Net charge: +3
E: -26493.6511 eV
Energy above the lowest of the compared OMol25 structures with the same formula, charge and spin: 340.8 kJ/mol

Geometry (Å):
1 W 0.15500 -0.61600 0.32110
2 N 0.52290 0.90350 -1.37090
3 C 1.90190 1.50260 -1.22370
4 C 2.40490 1.39350 0.23310
5 O 3.11300 2.15440 0.78890
6 N 1.86330 0.20590 0.80330
7 C 2.06880 0.00520 2.26180
8 C 0.71170 -0.65250 2.34080
9 O 0.55720 -1.83040 1.89290
10 O -0.32360 0.08350 2.09220
11 H -0.13780 1.70850 -1.37690
12 H 0.46470 0.52970 -2.34250
13 H 2.62490 0.97920 -1.86530
14 H 1.91750 2.56430 -1.50700
15 H 2.91030 -0.66490 2.49600
16 H 2.16820 0.96060 2.80730
17 C -4.13420 -1.52320 -0.19400
18 C -2.69340 -1.29880 -0.20610
19 N -2.01370 -0.20100 0.06320
20 O -2.53400 1.01480 0.36130
21 C -1.63800 -2.34290 -0.45720
22 C -1.63330 -3.70650 0.02780
23 N -0.59620 -1.74960 -1.04280
24 O 0.65130 -2.16120 -0.66070
25 H -4.70350 -0.65220 -0.53090
26 H -4.49530 -1.74700 0.82100
27 H -4.41640 -2.38780 -0.79840
28 H -3.51480 1.06880 0.45910
29 H -2.45960 -3.93980 0.70150
30 H -0.64550 -3.96880 0.46090
31 H -1.70310 -4.41870 -0.81990



2.
C30H60Br6O6 | the ωB97M-V functional and the def2-TZVPD basis

Results
LUMO: 0.2 eV
Strongest force on any atom: 3.396 eV/A
Orbital gap: 9.7 eV
E_HOMO: -9.51 eV
Net charge: 0
E: -464616.4801 eV

Geometry (Å):
1 C -4.75233 8.18799 -0.62242
2 C -4.91930 6.83827 -1.29432
3 C -5.48624 7.25631 -2.67507
4 O -5.07357 8.61989 -2.86501
5 C -4.26657 9.03203 -1.76283
6 H -4.06434 8.13831 0.22157
7 H -5.68179 8.57402 -0.20389
8 H -5.53693 6.25209 -0.61387
9 H -3.87040 6.54633 -1.24252
10 H -6.57119 7.16196 -2.72077
11 H -5.12188 6.57724 -3.44591
12 H -4.23894 10.10548 -1.57563
13 H -3.23483 8.84652 -2.06147
14 C 6.25498 -0.49394 -2.78793
15 C 7.24484 0.15344 -1.83171
16 C 6.90242 -0.44237 -0.47797
17 O 6.29770 -1.71234 -0.83028
18 C 6.12913 -1.97017 -2.25335
19 H 6.55570 -0.38223 -3.82966
20 H 5.35608 0.10030 -2.62374
21 H 7.29945 1.24129 -1.79048
22 H 8.27263 -0.11695 -2.07386
23 H 6.13717 0.20253 -0.04601
24 H 7.82755 -0.53392 0.09113
25 H 5.09757 -2.28590 -2.40918
26 H 6.83499 -2.68216 -2.68105
27 C -4.80097 0.64803 -6.26930
28 C -4.87030 -0.88305 -6.16445
29 C -4.56488 -1.26409 -4.68816
30 O -5.28540 -0.21789 -4.12559
31 C -5.18312 0.98427 -4.86700
32 H -5.55791 1.14002 -6.88012
33 H -3.76765 0.97823 -6.37563
34 H -4.29295 -1.33883 -6.96883
35 H -5.92283 -1.15819 -6.23208
36 H -3.54006 -1.09052 -4.35999
37 H -4.93433 -2.23120 -4.34714
38 H -4.44199 1.67168 -4.45918
39 H -6.08586 1.56392 -4.67427
40 C -3.17389 -6.19736 1.79924
41 C -4.26409 -5.42853 1.02901
42 C -3.51614 -4.17066 0.71168
43 O -2.25883 -4.54157 0.37626
44 C -1.94949 -5.84562 0.98074
45 H -3.48889 -7.23274 1.66945
46 H -3.28166 -5.86132 2.83053
47 H -5.10814 -5.16124 1.66481
48 H -4.70749 -5.86695 0.13500
49 H -3.54475 -3.40897 1.49085
50 H -3.97071 -3.65222 -0.13253
51 H -1.08704 -5.62393 1.60933
52 H -1.80256 -6.58982 0.19801
53 C 0.04219 -0.51300 6.43592
54 C -1.10947 -1.43755 6.55805
55 C -2.36201 -0.59930 6.22244
56 O -1.85633 0.74503 5.90735
57 C -0.50445 0.57336 5.41740
58 H 0.95391 -0.91294 5.99216
59 H 0.30038 -0.05764 7.39200
60 H -1.00852 -1.82179 7.57307
61 H -1.01096 -2.28193 5.87584
62 H -2.97630 -0.63123 7.12229
63 H -2.86945 -0.80295 5.27951
64 H 0.03158 1.50018 5.21305
65 H -0.48380 0.13172 4.42109
66 C 5.78377 5.09982 4.71611
67 C 4.30613 5.27319 4.56429
68 C 4.07066 5.10401 3.01894
69 O 5.31987 4.69593 2.48245
70 C 6.38790 5.21394 3.25406
71 H 6.09234 4.19667 5.24263
72 H 6.09322 6.01782 5.21573
73 H 3.97770 6.25142 4.91544
74 H 3.84135 4.45102 5.10844
75 H 3.72590 5.99251 2.48995
76 H 3.44303 4.28750 2.66189
77 H 6.45024 6.23046 2.86559
78 H 7.29190 4.65938 3.00236
79 Br 3.10444 -5.73731 4.26460
80 C 4.43837 -5.41465 2.94272
81 C 4.07150 -6.07786 1.56307
82 Br 3.80113 -8.02282 1.70108
83 H 5.42526 -5.77091 3.23805
84 H 4.61876 -4.34264 2.86297
85 H 4.82958 -5.97491 0.78665
86 H 3.06081 -5.77928 1.28475
87 Br -1.54166 1.96630 -0.20697
88 C -0.92311 0.15642 -0.40083
89 C 0.50278 0.16429 -0.79342
90 Br 1.39928 -1.52179 -0.16088
91 H -1.54329 -0.48706 -1.02484
92 H -0.84685 -0.36942 0.55090
93 H 1.07200 0.95893 -0.31108
94 H 0.65806 0.30151 -1.86354
95 Br 0.69471 -5.77868 -3.76634
96 C -0.67199 -4.60417 -4.61110
97 C -0.70747 -4.81504 -6.09404
98 Br 0.93103 -4.05408 -7.05876
99 H -0.49541 -3.60518 -4.21243
100 H -1.64438 -4.95352 -4.26396
101 H -1.41928 -4.15908 -6.59516
102 H -0.73503 -5.88017 -6.32391



3.
C5H7FeO4 | the ωB97M-V functional and the def2-TZVPD basis

Results
LUMO (alpha / beta): -15.5 / -16.1 eV
Strongest force on any atom: 3.999 eV/A
Orbital gap (alpha / beta): 7.2 / 8.6 eV
E_HOMO (alpha / beta): -22.71 / -24.75 eV
Net charge: +3
<S²>: 12.0532
E: -47831.5841 eV
Spin multiplicity: 7
Energy above the lowest of the compared OMol25 structures with the same formula, charge and spin: 163.0 kJ/mol

Geometry (Å):
1 O 0.71277 -1.05469 0.42224
2 Fe 1.66140 -1.01193 -1.20095
3 C 1.00489 -0.81209 1.69734
4 C 0.28506 0.39915 2.18936
5 H -0.78063 0.12384 2.18902
6 H 0.97070 -1.72810 2.30297
7 H 1.64488 0.49654 2.03634
8 H 0.44054 0.57729 3.26196
9 C -0.24633 1.52418 0.44316
10 C -0.19627 0.58038 -0.57450
11 O -1.14522 0.27810 -1.49637
12 C -0.77607 -0.48084 -2.52680
13 O 0.33305 -1.00128 -2.61908
14 O -1.74399 -0.61977 -3.36120
15 H 0.64678 2.14522 0.56322
16 H -1.24576 1.90418 0.68174
17 H -1.56578 -1.32019 -4.00847



4.
C4H6S3 | the ωB97M-V functional and the def2-TZVPD basis

Results
LUMO: 0.7 eV
Strongest force on any atom: 1.241 eV/A
Orbital gap: 8.7 eV
E_HOMO: -8.04 eV
Net charge: 0
E: -36750.1664 eV
Energy above the lowest of the compared OMol25 structures with the same formula, charge and spin: 8.9 kJ/mol

Geometry (Å):
1 C -1.81728 0.63110 0.11367
2 C -1.01837 1.66938 -0.08836
3 S 0.71975 1.70305 -0.29752
4 C 1.29186 0.41260 0.81239
5 S 1.53586 -1.20135 0.01161
6 C -0.07838 -1.36433 -0.77869
7 S -1.53598 -1.10095 0.26142
8 H -2.85672 0.84188 0.28122
9 H -1.51934 2.63453 -0.23688
10 H 0.60028 0.40232 1.63055
11 H 2.30705 0.73856 1.15024
12 H -0.19732 -2.40464 -1.11832
13 H -0.11509 -0.71716 -1.66906



5.
C4H4O3 | the ωB97M-V functional and the def2-TZVPD basis

Results
LUMO: -1.0 eV
Strongest force on any atom: 4.788 eV/A
Orbital gap: 9.7 eV
E_HOMO: -10.72 eV
Net charge: 0
E: -10354.0304 eV
Energy above the lowest of the compared OMol25 structures with the same formula, charge and spin: 114.0 kJ/mol

Geometry (Å):
1 C 1.34082 0.30259 0.80984
2 C 0.32218 -0.12941 0.04540
3 C -0.55207 -1.27700 0.46751
4 O -1.74039 -1.43473 0.12931
5 C -0.12600 0.92451 -1.03248
6 O 0.61777 1.78039 -1.58067
7 O -1.45890 0.86884 -1.27551
8 H 1.65858 -0.24333 1.70867
9 H 1.93386 1.14811 0.29944
10 H -0.17709 -1.92367 1.31298
11 H -1.81875 -0.01632 -0.88452